C35H53BrClIO8S3 | wB97M-V/def2-TZVPD

Structure (XYZ):
```
102
Properties=species:S:1:pos:R:3:forces:R:3
C 2.9593 5.3020 8.7477 -6.357 -5.952 -5.022
C 1.9466 4.4646 8.1893 6.950 5.101 2.987
C 0.8657 3.4902 7.3649 0.393 2.018 -0.217
C 1.4114 3.4177 5.8077 1.906 -0.089 0.296
C 1.0637 2.0079 5.0360 -1.118 1.401 -0.857
C 1.1106 2.3623 3.4059 2.789 0.866 -1.466
C 2.3589 2.9390 2.7645 -2.860 -1.792 0.805
O 3.6209 3.1947 3.4758 -2.325 -2.314 -1.101
C 2.3540 3.3297 1.1383 2.090 3.894 -0.747
O 3.0168 4.4210 0.7451 -4.039 -6.882 2.119
C 1.4692 2.3293 0.1752 -0.610 -1.094 -1.010
C 1.9831 2.0145 -1.3496 -3.691 -1.535 1.824
Cl 3.5426 2.8164 -2.0551 -2.897 -1.389 1.356
C 1.0946 0.9709 -2.2544 -0.611 1.119 2.342
C 1.6316 0.6033 -3.7836 0.508 -0.446 0.698
C 2.5151 -0.8027 -3.6851 -0.369 0.418 -0.569
C 4.0431 -0.5867 -3.1317 0.330 -0.612 0.399
C 4.1652 -0.6287 -1.4952 0.459 -0.338 0.544
C 5.1935 -1.8306 -0.9547 0.006 1.188 0.358
C 5.3277 -1.5954 0.6763 0.016 -0.269 0.013
C 5.1841 -2.9897 1.5403 0.359 0.164 0.117
C 4.3863 -2.8294 2.9638 0.500 0.865 0.204
C 4.3999 -4.1582 3.9236 -0.551 -0.552 -0.005
C 4.9145 -5.5360 3.1997 -0.874 -0.864 0.755
C 3.7012 -6.2342 2.2856 1.586 -0.685 0.764
O 2.7749 -6.8407 3.2825 -1.246 1.366 -2.066
C 1.3794 -6.7821 2.8203 -1.410 -0.303 0.116
C -0.2903 0.3076 -1.5938 2.945 2.934 2.019
I -1.3668 -1.1001 -2.9317 0.930 1.343 1.544
C -0.7994 0.6568 -0.0401 2.310 1.279 -1.392
C -2.1602 -0.0590 0.5315 0.164 0.046 0.734
C -3.4735 0.9652 0.6020 1.813 5.848 -4.008
O -3.4792 2.1096 -0.0862 -0.332 -7.842 4.785
Br -5.0235 0.3997 1.7501 1.482 0.440 -1.104
C 0.1051 1.6745 0.8744 0.988 -0.828 -3.414
C -0.2361 2.0871 2.4546 -3.549 0.215 0.915
O -1.4944 2.1609 2.9083 7.819 -0.728 -2.638
H 3.9823 5.9147 8.8052 -3.020 -1.717 0.010
H 0.7448 2.4319 7.8499 0.323 2.242 -0.796
H -0.1475 4.1106 7.3209 2.061 -1.660 0.469
H 1.1026 4.3717 5.1638 0.379 -2.257 1.574
H 2.5972 3.4702 5.8822 -2.571 -0.003 -0.236
H 1.7698 1.1246 5.3374 -1.237 1.801 -0.714
H -0.0406 1.7266 5.3079 2.073 0.346 -0.746
H 3.9795 2.2973 3.8044 -1.033 1.930 -0.752
H 2.3670 1.4093 -4.2242 -1.691 -1.269 1.303
H 0.7576 0.4844 -4.5586 1.515 0.200 1.885
H 1.8727 -1.5719 -3.0498 1.656 1.469 -1.234
H 2.5946 -1.2069 -4.7829 -0.224 0.679 2.059
H 4.6998 -1.4866 -3.5550 -1.416 1.905 0.883
H 4.5551 0.4058 -3.5152 -1.346 -1.978 0.561
H 4.6107 0.3727 -1.0415 -0.950 -2.003 -1.170
H 3.1011 -0.7559 -0.9751 2.239 0.090 -1.189
H 6.2614 -1.6753 -1.4196 -2.138 -0.275 0.673
H 4.8374 -2.9051 -1.2523 0.476 2.047 0.689
H 6.3717 -1.0833 0.9086 -2.212 -1.076 -0.438
H 4.4982 -0.8309 0.9897 1.442 -1.476 -0.469
H 6.2805 -3.3448 1.7973 -2.261 0.472 -0.636
H 4.6591 -3.7925 0.8525 1.103 1.530 1.484
H 4.9424 -1.9704 3.5772 -1.272 -1.661 -1.405
H 3.2730 -2.4516 2.7744 2.395 -0.877 0.326
H 5.0247 -4.0197 4.9159 -1.153 -0.015 -2.163
H 3.2808 -4.3343 4.2719 2.367 0.146 -0.642
H 5.9298 -5.4497 2.6244 -2.109 0.045 0.926
H 5.1062 -6.3206 4.0790 -0.442 1.621 -1.960
H 4.1792 -7.1517 1.7038 -1.026 2.063 0.833
H 3.1839 -5.4777 1.5576 0.824 -1.430 1.473
H 1.0387 -5.6937 2.5145 0.911 -2.052 0.482
H 0.6356 -7.1081 3.6933 1.992 0.651 -1.667
H 1.1433 -7.5286 1.9261 0.757 1.587 1.676
H -1.8876 -0.4771 1.6107 -0.898 1.106 -2.193
H -2.5257 -0.9892 -0.0903 0.924 1.924 0.935
C -5.1081 -2.2488 -4.5193 0.003 -0.103 -0.084
S -5.1235 -1.9235 -2.7399 -0.245 -0.330 0.280
O -4.5827 -3.1436 -2.0535 -0.119 0.411 -0.356
C -6.9229 -1.9491 -2.5563 0.235 0.022 0.019
H -4.0690 -2.3130 -4.8509 -0.097 0.033 0.122
H -5.6142 -3.1934 -4.7320 0.028 0.056 0.115
H -5.6044 -1.4301 -5.0456 0.041 -0.020 0.111
H -7.3193 -2.9119 -2.8877 0.097 0.100 -0.015
H -7.3620 -1.1399 -3.1444 0.105 -0.190 0.124
H -7.1666 -1.8013 -1.5007 0.180 0.002 -0.144
C 1.3708 6.5904 -2.4133 0.118 0.035 -0.086
S 0.1839 5.2255 -2.4331 0.193 -0.287 -0.248
O 0.6705 4.2189 -3.4343 -0.224 0.550 0.311
C -1.1625 6.1538 -3.2061 -0.070 0.009 -0.141
H 2.3133 6.2241 -1.9992 -0.199 -0.091 0.004
H 1.5400 6.9547 -3.4293 -0.083 -0.098 0.027
H 0.9901 7.3977 -1.7834 -0.025 -0.117 -0.010
H -0.8401 6.5446 -4.1742 0.063 -0.075 0.081
H -1.4634 6.9750 -2.5513 0.062 -0.101 0.011
H -2.0105 5.4794 -3.3521 0.206 0.016 0.097
C -9.9903 -0.2689 -6.2462 0.000 -0.112 -0.072
S -10.0057 0.0565 -4.4669 -0.021 -0.321 0.107
O -9.4648 -1.1637 -3.7805 -0.467 0.511 -0.491
C -11.8050 0.0308 -4.2832 -0.093 -0.080 0.049
H -8.9511 -0.3331 -6.5779 -0.116 0.043 0.157
H -10.4964 -1.2134 -6.4590 0.032 0.057 0.113
H -10.4865 0.5499 -6.7726 0.048 -0.022 0.106
H -12.2014 -0.9319 -4.6146 0.129 0.046 0.018
H -12.2441 0.8401 -4.8714 0.107 -0.031 0.042
H -12.0487 0.1786 -3.2277 0.169 -0.010 -0.156
```
Positions in Å, forces in eV/Å.

HOMO energy in eV: -8.58
Maximum force in eV/A: 10.05
Gap between HOMO and LUMO in Ha: 0.253

Results of the Löwdin charge analysis, in e, for atoms 1 through 6: number 1, C, carries 0.018; number 2, C, carries -0.100; number 3, C, carries -0.199; number 4, C, carries -0.225; number 5, C, carries -0.138; number 6, C, carries -0.025